No. 1
{"formula": "C9H17Cl2NOPr", "method": "ωB97M-V/def2-TZVPD", "total_energy_ha": -1920.5467, "total_charge": -1, "spin_multiplicity": 3, "s_squared": 2.249, "e_homo_ha": [-0.066, -0.037], "lumo_ev": [2.466, 2.470], "relative_energy_kcal_mol": 10.5, "species": ["Pr", "Cl", "Cl", "C", "H", "H", "C", "C", "H", "C", "H", "C", "H", "H", "C", "H", "H", "C", "H", "H", "H", "H", "C", "C", "N", "O", "H", "H", "H", "H", "H"], "positions_angstrom": [[0.8137, -0.5177, -0.1157], [0.2808, -2.9775, -0.9345], [1.3787, 2.0082, 0.6370], [2.5616, -0.2505, -1.8996], [3.1778, 0.4046, -1.2837], [2.9262, -1.2673, -2.0706], [-1.0525, 0.4420, -1.0275], [1.4107, 0.1925, -2.5056], [-1.7308, 0.5589, -0.1412], [0.8059, -0.6220, -3.6235], [1.0038, 1.2027, -2.3523], [-0.4850, -0.0309, -4.2395], [1.5548, -0.6781, -4.4360], [0.6191, -1.6529, -3.2703], [-1.7330, -0.1760, -3.3568], [-0.3214, 1.0389, -4.4544], [-0.6768, -0.5423, -5.1928], [-1.7616, 0.9048, -2.2365], [-2.6328, -0.0657, -3.9788], [-1.7700, -1.1832, -2.9186], [-1.1960, 1.7852, -2.5784], [-2.8105, 1.1885, -2.0713], [0.6250, -0.7365, 4.6472], [0.1751, -0.3714, 3.2709], [-0.7669, 0.5823, 3.1764], [0.6458, -0.9607, 2.2534], [-0.0358, -0.2531, 5.3748], [1.6571, -0.3887, 4.7834], [0.5906, -1.8268, 4.7557], [-0.9896, 1.0368, 2.2934], [-1.0704, 1.0155, 4.0304]]}

No. 2
{"formula": "C24H25N2O4P", "method": "ωB97M-V/def2-TZVPD", "total_energy_ha": -1681.4842, "total_charge": 0, "spin_multiplicity": 1, "e_homo_ha": -0.276, "lumo_ev": 0.129, "relative_energy_kcal_mol": 5.9, "species": ["C", "C", "H", "H", "O", "P", "O", "O", "C", "C", "H", "H", "H", "H", "H", "C", "C", "N", "H", "C", "C", "C", "C", "C", "C", "C", "H", "H", "H", "H", "H", "H", "H", "O", "C", "N", "C", "C", "C", "C", "C", "C", "C", "C", "C", "C", "H", "H", "H", "H", "H", "H", "H", "H", "H", "H"], "positions_angstrom": [[0.2141, 4.4103, -0.9745], [1.7258, 4.2989, -0.8854], [2.2169, 4.8530, -1.6908], [2.0680, 4.6775, 0.0837], [2.1583, 2.9540, -1.0321], [1.9063, 1.9651, 0.2214], [2.0817, 2.6215, 1.5171], [2.9570, 0.7804, -0.0876], [4.2411, 0.8571, 0.5202], [5.2019, 1.6942, -0.3054], [6.1854, 1.6899, 0.1571], [4.8367, 2.7165, -0.3618], [5.2782, 1.2958, -1.3143], [4.1309, 1.2874, 1.5210], [4.5884, -0.1779, 0.6049], [0.3854, 1.0768, -0.0805], [0.1961, -0.1481, -0.6783], [1.0367, -0.9251, -1.4066], [1.9824, -0.5618, -1.3804], [0.9543, -2.3747, -1.3241], [1.8984, -2.9333, -0.2873], [2.7491, -3.9857, -0.5978], [3.6346, -4.4758, 0.3461], [3.6868, -3.9102, 1.6084], [2.8438, -2.8583, 1.9254], [1.9523, -2.3754, 0.9848], [1.3007, -1.5522, 1.2418], [2.8792, -2.4109, 2.9075], [4.3830, -4.2870, 2.3428], [4.2897, -5.2964, 0.0927], [2.7164, -4.4252, -1.5848], [-0.0793, -2.6404, -1.0844], [1.1958, -2.7858, -2.3092], [-1.1060, -0.4724, -0.5580], [-1.6798, 0.5755, 0.1135], [-0.8141, 1.5014, 0.4049], [-3.0756, 0.6217, 0.4882], [-3.4264, 1.6244, 1.3757], [-4.7365, 1.7677, 1.8311], [-5.7079, 0.9028, 1.4064], [-5.4029, -0.1260, 0.4926], [-6.4088, -1.0086, 0.0442], [-6.1300, -1.9968, -0.8559], [-4.8271, -2.1350, -1.3528], [-3.8280, -1.2993, -0.9336], [-4.0731, -0.2780, 0.0076], [-2.8375, -1.4204, -1.3376], [-4.6144, -2.9090, -2.0759], [-6.9058, -2.6681, -1.1938], [-7.4110, -0.8815, 0.4284], [-6.7244, 0.9956, 1.7609], [-4.9723, 2.5598, 2.5258], [-2.6528, 2.2934, 1.7170], [-0.0885, 5.4495, -0.8769], [-0.2351, 3.8260, -0.1729], [-0.1380, 4.0233, -1.9281]]}

No. 3
{"formula": "H3NO2S", "method": "ωB97M-V/def2-TZVPD", "total_energy_ha": -605.1559, "total_charge": 0, "spin_multiplicity": 1, "e_homo_ha": -0.380, "lumo_ev": -1.126, "relative_energy_kcal_mol": 35.8, "species": ["N", "O", "O", "S", "H", "H", "H"], "positions_angstrom": [[0.2627, -0.3162, -1.0967], [0.2072, 0.2945, 2.5790], [-1.5522, 1.5450, 1.1221], [-0.4889, 0.6242, 1.1653], [1.1907, -0.4189, -0.7976], [0.2619, -0.3719, -2.0907], [0.1186, -1.3567, -0.8814]]}

No. 4
{"formula": "C4H9NO2", "method": "ωB97M-V/def2-TZVPD", "total_energy_ha": -362.6777, "total_charge": 1, "spin_multiplicity": 2, "s_squared": 0.759, "e_homo_ha": [-0.530, -0.529], "lumo_ev": [-4.964, -8.797], "relative_energy_kcal_mol": 51.6, "species": ["O", "C", "C", "C", "C", "O", "N", "H", "H", "H", "H", "H", "H", "H", "H", "H"], "positions_angstrom": [[-1.3283, 0.7384, -1.4544], [-0.2995, 1.1759, -1.1235], [0.2700, 0.9575, 0.3801], [0.3573, -0.5425, 0.7217], [0.6636, -1.5119, -0.4365], [-0.1900, -2.6545, -0.3305], [-0.5901, 1.6482, 1.2346], [0.3510, 1.7792, -1.7918], [1.2439, 1.4509, 0.4684], [-0.6076, -0.8306, 1.1264], [1.1573, -0.6426, 1.4598], [1.6563, -1.9398, -0.3817], [0.4899, -1.0993, -1.4415], [-1.0037, -2.4772, -0.8172], [-1.5375, 1.2849, 1.2866], [-0.6327, 2.6634, 1.0996]]}

No. 5
{"formula": "C3HO2Pd", "method": "ωB97M-V/def2-TZVPD", "total_energy_ha": -392.7417, "total_charge": 1, "spin_multiplicity": 3, "s_squared": 2.017, "e_homo_ha": [-0.538, -0.561], "lumo_ev": [-4.750, -7.461], "relative_energy_kcal_mol": 1.6, "species": ["C", "O", "O", "C", "C", "H", "Pd"], "positions_angstrom": [[0.8139, 0.0113, 0.0606], [0.0738, -1.0373, 0.0289], [0.0602, 1.0871, 0.0024], [-1.3353, 0.7718, -0.0292], [-1.3600, -0.5631, -0.0281], [-2.0947, -1.3571, 0.0368], [2.4270, 0.0428, -0.0198]]}

No. 6
{"formula": "C6H7BrIN3S", "method": "ωB97M-V/def2-TZVPD", "total_energy_ha": -3666.7779, "total_charge": 0, "spin_multiplicity": 1, "e_homo_ha": [-0.286, -0.296], "lumo_ev": [-0.765, -0.685], "relative_energy_kcal_mol": 75.5, "species": ["C", "C", "C", "C", "C", "C", "N", "N", "N", "S", "Br", "I", "H", "H", "H", "H", "H", "H", "H"], "positions_angstrom": [[0.5585, 2.5239, -0.2889], [-0.6163, 0.9555, 1.6261], [0.4898, 1.1572, -0.3586], [-0.3058, 2.2976, 1.8070], [-1.2576, -2.2323, -1.3194], [0.1112, -1.7958, -1.3416], [-0.0718, 0.4396, 0.5656], [0.3730, 3.0504, 0.9003], [2.1537, -0.9691, -0.1706], [0.8272, -1.6409, 0.3410], [-0.9553, 3.0727, 3.4542], [3.4743, -0.3644, 1.2214], [1.0423, 3.1042, -1.0834], [-1.4010, 0.5507, 2.2772], [-1.7595, -1.8448, -0.3586], [-1.9428, -1.7703, -2.0469], [-1.5352, -3.3605, -1.3465], [0.2350, -0.7389, -1.8491], [0.5805, -2.4347, -2.0292]]}